Entry 1:
ORCA calculation (ωB97M-V/def2-TZVPD) on a molecular structure, C38H72Br25ClN3O in a non-equilibrium geometry.

Geometry as ORCA input:
```
! RIJCOSX wB97M-V def2-TZVPD def2/J DEFGRID3
* xyz 1 1
C -5.4611 -1.4477 1.8191
C -4.9725 -0.2401 1.4736
N -3.7380 -0.0739 0.6419
C -2.8227 -1.2447 0.7307
C -1.4339 -0.9827 0.0065
C -0.2510 -0.8850 1.0455
C 0.3898 -2.2750 1.4005
C -0.5970 -3.4901 1.3596
C 0.0775 -4.8663 1.6821
N 0.5125 -5.5843 0.4600
C -0.5854 -6.2923 -0.1575
C -1.0180 -5.8613 -1.5918
O -1.1789 -7.2059 0.3476
N -1.5771 0.2896 -0.7786
C -2.7413 0.0668 -1.6629
Cl -2.6988 1.0155 -3.1802
C -4.0415 0.2522 -0.8060
Br -5.3999 -0.9585 -1.5946
C -4.6630 1.6747 -0.8473
C -3.9698 2.8416 -0.8178
H -5.8866 -1.6263 2.8222
H -5.4662 -2.2924 1.0959
H -5.4682 0.6798 1.8451
H -3.2487 0.7278 1.0713
H -2.6876 -1.6304 1.7594
H -3.3068 -2.0707 0.1530
H -1.1636 -1.8168 -0.6892
H -0.6466 -0.3181 1.9179
H 0.5542 -0.2771 0.5598
H 0.7489 -2.2086 2.4586
H 1.2704 -2.4622 0.7374
H -1.3484 -3.3143 2.1753
H -1.1361 -3.6072 0.3907
H -0.7214 -5.4950 2.1623
H 0.8853 -4.7694 2.4380
H 1.2747 -6.2368 0.6749
H -0.8432 -4.7724 -1.7422
H -2.0749 -6.1418 -1.7817
H -0.3283 -6.3915 -2.2919
H -0.7480 0.2924 -1.3791
H -2.6858 -1.0112 -1.9698
H -5.7737 1.7371 -0.8583
H -4.2811 3.6284 -1.5425
H -3.0901 3.0605 -0.1757
Br 3.7990 -5.1055 0.9718
C 5.1243 -6.4964 0.5921
C 4.9626 -6.9686 -0.8306
Br 3.4177 -8.1442 -1.0138
H 4.9884 -7.2855 1.3261
H 6.0953 -6.0379 0.7390
H 5.8181 -7.5750 -1.1326
H 4.8286 -6.1578 -1.5436
Br 6.6773 -9.9001 0.5310
C 7.7726 -9.8292 2.1398
C 7.6519 -8.4905 2.8192
Br 8.6896 -7.1332 1.8827
H 8.7910 -10.0688 1.8439
H 7.3884 -10.6218 2.7805
H 8.0740 -8.5277 3.8228
H 6.6278 -8.1272 2.8747
Br -1.7419 4.7131 1.3427
C -1.2419 5.8732 -0.1419
C -2.0494 7.1431 -0.1396
Br -3.8539 6.8479 -0.8080
H -1.3573 5.2910 -1.0530
H -0.1856 6.0922 0.0134
H -1.6128 7.8743 -0.8187
H -2.1485 7.5852 0.8490
Br -7.3190 8.0011 -1.1651
C -7.5768 9.8716 -0.6791
C -6.8088 10.7885 -1.5918
Br -4.9080 10.7995 -1.1515
H -7.2920 9.9700 0.3652
H -8.6476 10.0444 -0.7780
H -7.1337 11.8160 -1.4612
H -6.8890 10.5167 -2.6411
Br -1.7220 12.5348 1.4549
C -1.9270 10.6212 1.7445
C -0.6241 9.9850 2.1559
Br 0.5705 9.7606 0.6303
H -2.3382 10.2039 0.8278
H -2.6633 10.5319 2.5424
H -0.7906 8.9768 2.5336
H -0.0810 10.5603 2.9005
Br 2.6907 0.9263 -2.7415
C 2.0986 0.0981 -4.4022
C 0.6115 -0.1323 -4.3935
Br 0.1442 -1.6725 -3.2928
H 2.6740 -0.8159 -4.5253
H 2.3709 0.8032 -5.1862
H 0.2529 -0.3785 -5.3921
H 0.0484 0.7144 -4.0096
Br 7.4266 -8.1838 -2.7783
C 7.8559 -7.0087 -4.2714
C 7.0070 -5.7640 -4.2488
Br 5.1984 -6.1263 -4.8742
H 7.7374 -7.5940 -5.1797
H 8.9077 -6.7548 -4.1417
H 7.4016 -5.0183 -4.9377
H 6.9167 -5.3254 -3.2579
Br -9.4121 12.4251 -2.7542
C -10.5949 12.8504 -1.2652
C -10.0586 13.9986 -0.4525
Br -8.5914 13.4267 0.6953
H -10.7194 11.9379 -0.6875
H -11.5457 13.1170 -1.7247
H -10.8210 14.3758 0.2277
H -9.6839 14.8172 -1.0615
Br 1.2224 5.5834 3.6938
C 2.1308 7.2896 3.9211
C 1.8975 7.8657 5.2927
Br 0.1131 8.6362 5.4414
H 1.7826 7.9382 3.1202
H 3.1876 7.0717 3.7733
H 2.5826 8.6918 5.4784
H 1.9915 7.1354 6.0922
Br 5.3371 -5.0033 2.6305
C 6.4887 -5.0214 4.2537
C 6.3912 -3.7180 5.0023
Br 7.4196 -2.3164 4.1186
H 7.5033 -5.2535 3.9310
H 6.1086 -5.8423 4.8653
H 6.8300 -3.8055 5.9957
H 5.3703 -3.3513 5.0934
Br 13.1072 -7.0540 -0.2407
C 12.4122 -7.8815 -1.8605
C 10.9272 -8.1141 -1.7625
Br 10.5225 -9.6521 -0.6426
H 12.9791 -8.7951 -2.0193
H 12.6364 -7.1752 -2.6591
H 10.5111 -8.3595 -2.7392
H 10.3864 -7.2677 -1.3445
Br -9.6289 -1.4810 -0.5587
C -10.1551 -2.8038 -1.8896
C -8.9750 -3.6227 -2.3399
Br -7.8502 -2.6220 -3.5771
H -10.6373 -2.2645 -2.7007
H -10.8893 -3.4342 -1.3899
H -9.3040 -4.4967 -2.9003
H -8.3375 -3.9422 -1.5195
*
```

Results
- DFT total energy (eV) = -1810664.849
- HOMO energy (eV) = -9.73
- orbital gap (Ha) = 0.2547

Atom charges from the Löwdin analysis, given in e for atoms 1 to 6: atom 1 (C): 0.0541, atom 2 (C): -0.1244, atom 3 (N): -0.0675, atom 4 (C): -0.0865, atom 5 (C): -0.3153, atom 6 (C): -0.1322

Entry 2:
ORCA calculation (ωB97M-V/def2-TZVPD) on 4 unconnected molecules or ions with the total composition C38H73ClF3NO14PS4 in a non-equilibrium geometry.

Geometry as ORCA input:
```
! RIJCOSX wB97M-V def2-TZVPD def2/J DEFGRID3
* xyz -1 1
C 2.9596 1.6108 -1.0187
C 3.5436 0.5700 -0.7510
P 4.3108 -1.1929 -0.7189
C 4.5934 -1.0587 1.2040
C 5.5071 0.1728 1.6386
C 4.8142 0.8725 2.8779
S 3.5668 2.1574 2.4798
O 4.0577 3.1816 1.5434
O 3.3060 2.8856 3.7692
O 2.0953 1.5431 2.0300
C 4.0305 -1.3627 -2.5996
C 4.4644 -0.1243 -3.4783
C 5.9255 0.4084 -3.2154
Cl 4.4638 -0.7331 -5.2492
O 4.8024 -2.8790 -0.8107
C 3.7361 -3.8351 -0.6458
C 3.1286 -4.5090 -1.9424
C 1.9680 -5.5694 -1.6317
C 0.6569 -5.2711 -2.4934
C -0.6825 -5.2444 -1.6356
C -1.1913 -3.7946 -1.2713
C -1.5264 -2.8809 -2.5528
C -0.4285 -1.7192 -2.5911
C -0.4916 -0.8093 -3.8827
C -1.6974 0.2122 -3.9118
C -1.5462 1.3783 -2.8120
C -2.3033 0.8771 -1.5009
C -2.9295 2.0745 -0.6306
N -3.4701 1.4167 0.6017
C -4.7815 0.9526 0.6765
C -4.8384 0.3518 2.0341
C -3.4689 0.5230 2.6688
C -2.6056 1.2303 1.6868
C 2.5091 -3.0502 0.0784
C 2.3335 -3.4628 1.6059
C 1.2318 -4.5744 1.8788
C 1.8647 -5.9574 2.2988
F 2.2259 -6.0139 3.6418
F 0.8975 -6.9433 2.0728
F 2.9900 -6.3135 1.5744
O 2.6811 -1.6478 -0.2237
H 2.4846 2.5249 -1.4457
H 5.6868 -0.7772 -0.7646
H 5.0721 -2.0318 1.5502
H 3.5974 -0.9700 1.7205
H 6.4765 -0.2743 2.0365
H 5.8074 0.8663 0.8052
H 4.3431 0.1242 3.5911
H 5.6082 1.4006 3.4932
H 2.1496 0.5730 1.8814
H 4.5094 -2.2926 -3.0226
H 2.9107 -1.5070 -2.7525
H 3.7261 0.7273 -3.4791
H 5.9527 1.1394 -2.3536
H 6.3946 0.8876 -4.1287
H 6.5704 -0.4689 -2.8977
H 4.1729 -4.6415 0.0157
H 2.6180 -3.6794 -2.5311
H 3.9130 -4.9208 -2.6543
H 2.3716 -6.5686 -1.9990
H 1.7643 -5.7093 -0.5366
H 0.7103 -4.3058 -3.0674
H 0.5305 -6.1047 -3.2569
H -0.5200 -5.8487 -0.6862
H -1.4805 -5.8058 -2.2138
H -2.1626 -3.9297 -0.6914
H -0.5075 -3.2166 -0.5878
H -1.5630 -3.4642 -3.5136
H -2.5438 -2.4262 -2.3230
H -0.4347 -1.1562 -1.6178
H 0.5763 -2.2569 -2.6294
H 0.5061 -0.2948 -4.0220
H -0.6414 -1.5164 -4.7642
H -1.7519 0.6626 -4.9566
H -2.6667 -0.3455 -3.7718
H -1.9207 2.3570 -3.2247
H -0.4388 1.5141 -2.6115
H -3.1942 0.2315 -1.7777
H -1.6334 0.3214 -0.7745
H -3.7450 2.6206 -1.1792
H -2.1125 2.8151 -0.3641
H -5.5299 1.0311 -0.1437
H -5.7275 -0.1646 2.4750
H -3.1071 0.1787 3.6664
H -1.5305 1.5384 1.7375
H 1.4918 -3.2538 -0.3662
H 3.3206 -3.8882 1.9836
H 2.1490 -2.5486 2.2497
H 0.6486 -4.2301 2.7899
H 0.5330 -4.6493 1.0032
O -1.9774 7.0807 -0.6229
S -2.0211 6.2936 0.5773
O -2.8446 5.1244 0.6814
O -2.3329 7.2603 1.8266
C -3.4869 8.1010 1.7630
C -4.7624 7.3251 2.0355
C -0.3711 5.8603 1.0388
H -3.5359 8.6167 0.8001
H -3.3607 8.8655 2.5318
H -4.9686 6.6139 1.2338
H -5.6151 8.0026 2.1137
H -4.6758 6.7526 2.9610
H 0.2489 6.7543 1.0102
H -0.0060 5.1264 0.3210
H -0.3865 5.4282 2.0380
O 1.4409 -1.7837 5.3729
S 1.3811 -1.5581 6.7887
O 0.1336 -1.5336 7.4965
O 2.2035 -0.2240 7.1411
C 1.8676 0.9858 6.4469
C 0.5979 1.6081 6.9962
C 2.4609 -2.7016 7.5954
H 1.7842 0.8069 5.3723
H 2.6981 1.6773 6.5940
H -0.2711 0.9836 6.7810
H 0.4278 2.5891 6.5496
H 0.6582 1.7150 8.0815
H 3.4265 -2.6882 7.0930
H 2.0124 -3.6916 7.5219
H 2.5609 -2.4141 8.6406
O -4.6462 3.0837 -5.6567
S -5.2556 2.7601 -4.3995
O -4.6873 1.7872 -3.5138
O -6.8041 2.3956 -4.6453
C -7.1179 1.3815 -5.6042
C -6.8693 -0.0098 -5.0518
C -5.5207 4.2538 -3.4926
H -6.5630 1.5432 -6.5321
H -8.1782 1.4901 -5.8398
H -5.8037 -0.1849 -4.8929
H -7.2367 -0.7696 -5.7442
H -7.3652 -0.1367 -4.0873
H -5.9985 4.9819 -4.1455
H -4.5485 4.6221 -3.1657
H -6.1461 4.0351 -2.6284
*
```

Results
- DFT total energy (eV) = -144043.778
- HOMO energy (eV) = -5.24
- orbital gap (Ha) = 0.2566

Atom charges from the Löwdin analysis, given in e for atoms 1 to 6: atom 1 (C): 0.0127, atom 2 (C): -0.1952, atom 3 (P): 0.5784, atom 4 (C): -0.2756, atom 5 (C): -0.2526, atom 6 (C): -0.2395